Record 1
A structure of composition C8H28BrCoN9O6 at a distorted geometry. Source: OMol25; level of theory: ωB97M-V with the def2-TZVPD basis set.

Last column: Löwdin spin population.
Cartesian coordinates (Å):
Co (-0.110, -0.089, -0.706)  2.765
Br (0.212, 1.643, -2.685)  0.054
O (-0.841, -1.856, -1.153)  0.066
H (-0.999, -2.750, -0.878)  0.008
C (-0.468, 3.369, 1.009)  0.000
C (0.799, 2.662, 1.483)  0.004
C (0.746, 2.018, 2.868)  0.000
O (0.908, 2.915, 3.948)  0.000
C (2.195, 3.481, 4.034)  0.000
N (1.088, 1.584, 0.474)  0.027
H (-0.229, 3.908, 0.091)  0.000
H (-0.795, 4.163, 1.686)  0.000
H (-1.271, 2.656, 0.839)  0.000
H (1.666, 3.311, 1.325)  0.001
H (1.514, 1.240, 2.945)  0.000
H (-0.248, 1.584, 2.972)  0.000
H (3.031, 2.782, 4.131)  0.000
H (2.160, 4.149, 4.891)  0.000
H (2.428, 4.092, 3.157)  0.000
H (1.963, 1.159, 0.782)  0.000
H (1.375, 2.069, -0.378)  0.000
C (2.595, -1.707, -1.298)  0.002
O (1.878, -0.712, -1.176)  0.021
N (3.928, -1.548, -1.539)  0.001
N (2.137, -2.970, -1.146)  -0.001
H (4.628, -2.258, -1.578)  0.000
H (4.165, -0.585, -1.348)  0.000
H (2.434, -3.745, -1.709)  0.000
H (1.204, -3.038, -0.767)  0.000
C (-0.430, -1.397, 2.140)  0.003
O (0.328, -0.940, 1.272)  0.026
N (-0.060, -1.455, 3.431)  0.002
N (-1.652, -1.879, 1.790)  0.000
H (-0.675, -1.819, 4.134)  0.000
H (0.832, -1.112, 3.730)  0.000
H (-1.910, -1.480, 0.886)  0.000
H (-2.368, -1.927, 2.495)  0.000
C (-0.369, -3.243, -4.529)  0.000
O (-0.045, -3.433, -5.711)  0.000
N (0.025, -2.152, -3.820)  0.000
N (-1.121, -4.117, -3.830)  0.001
H (-0.290, -2.075, -2.839)  0.000
H (0.410, -1.316, -4.217)  0.000
H (-1.421, -3.906, -2.899)  0.001
H (-1.333, -4.993, -4.270)  0.000
C (-3.075, 1.080, -0.760)  0.004
O (-2.043, 0.645, -0.232)  0.012
N (-3.149, 2.249, -1.420)  0.001
N (-4.222, 0.385, -0.621)  0.002
H (-2.274, 2.595, -1.801)  0.000
H (-3.964, 2.697, -1.790)  0.000
H (-4.189, -0.590, -0.383)  0.000
H (-5.099, 0.658, -1.028)  0.000

## Properties
* calculated total energy: -142121.2134 eV
* ⟨S²⟩: 3.76
* E_LUMO (alpha / beta): 0.2 / 0.2 eV
* spin multiplicity: 4

Record 2
A cluster of 6 separate species, C8H28O6 in total at a distorted geometry. Source: OMol25; level of theory: ωB97M-V with the def2-TZVPD basis set.

Last column: natural (NBO) charge in e.
Cartesian coordinates (Å):
C (7.925, 12.359, 1.550)  -0.632
C (8.125, 12.225, 0.077)  -0.063
O (7.893, 13.495, -0.562)  -0.728
H (8.083, 11.378, 2.014)  0.211
H (6.955, 12.697, 1.907)  0.219
H (8.710, 12.966, 2.007)  0.213
H (7.437, 11.486, -0.354)  0.154
H (9.134, 11.903, -0.203)  0.162
H (8.105, 13.377, -1.493)  0.465
C (4.655, 16.726, -6.622)  -0.639
C (4.709, 15.925, -7.913)  -0.059
O (3.919, 16.535, -8.938)  -0.722
H (3.628, 16.694, -6.248)  0.215
H (4.906, 17.778, -6.752)  0.202
H (5.261, 16.246, -5.861)  0.216
H (4.336, 14.913, -7.770)  0.175
H (5.740, 15.857, -8.277)  0.152
H (4.218, 17.445, -9.022)  0.459
C (5.516, 12.666, -4.160)  -0.639
C (4.988, 14.093, -4.335)  -0.056
O (3.840, 14.287, -3.539)  -0.769
H (6.295, 12.370, -4.867)  0.220
H (4.673, 12.009, -4.382)  0.197
H (5.866, 12.490, -3.141)  0.199
H (4.673, 14.122, -5.387)  0.147
H (5.745, 14.852, -4.153)  0.178
H (3.164, 13.594, -3.690)  0.503
C (5.745, 7.745, -6.339)  -0.641
C (5.853, 9.173, -5.829)  -0.060
O (6.587, 9.965, -6.777)  -0.726
H (5.037, 7.704, -7.166)  0.201
H (5.423, 7.049, -5.559)  0.214
H (6.749, 7.425, -6.620)  0.217
H (6.450, 9.255, -4.924)  0.182
H (4.838, 9.573, -5.729)  0.154
H (6.225, 9.816, -7.656)  0.460
O (4.735, 16.106, -1.072)  -0.955
H (5.157, 15.626, -0.351)  0.466
H (4.640, 15.454, -1.782)  0.486
O (1.947, 12.332, -3.965)  -0.950
H (2.000, 11.425, -3.642)  0.485
H (1.142, 12.364, -4.496)  0.488

## Properties
* relative energy (zero: lowest compared OMol25 entry of this formula, charge and spin): 11.1 kcal/mol
* calculated total energy: -21033.7641 eV
* E_LUMO: 0.1 eV

Record 3
A cluster of 8 separate species, C8H28O7 in total at a distorted geometry. Source: OMol25; level of theory: ωB97M-V with the def2-TZVPD basis set.

Last column: natural (NBO) charge in e.
Cartesian coordinates (Å):
C (1.076, 3.669, 1.672)  -0.650
C (1.018, 2.137, 1.819)  -0.132
C (1.536, 1.324, 0.890)  -0.247
C (0.923, 0.016, 0.617)  -0.206
C (1.577, -0.843, -0.177)  -0.165
C (0.941, -2.132, -0.613)  -0.452
C (-0.436, -1.961, -1.270)  -0.395
C (-0.868, -3.205, -2.035)  -0.626
H (0.995, 3.908, 0.616)  0.211
H (2.073, 3.973, 2.000)  0.220
H (0.269, 4.117, 2.238)  0.215
H (0.268, 1.751, 2.499)  0.189
H (2.419, 1.478, 0.276)  0.187
H (-0.106, -0.032, 0.963)  0.173
H (2.494, -0.563, -0.680)  0.200
H (1.502, -2.729, -1.335)  0.227
H (1.003, -2.781, 0.272)  0.213
H (-0.181, -1.140, -1.940)  0.189
H (-1.231, -1.673, -0.601)  0.199
H (-1.843, -3.607, -1.776)  0.206
H (-0.160, -4.016, -1.856)  0.208
H (-0.757, -3.198, -3.121)  0.221
O (1.387, 1.280, -2.578)  -0.966
H (1.067, 1.433, -1.680)  0.495
H (2.219, 1.753, -2.659)  0.475
O (-2.862, -0.608, 4.388)  -0.938
H (-3.054, -1.421, 3.910)  0.473
H (-2.975, 0.008, 3.656)  0.466
O (-2.661, 2.107, -3.022)  -0.938
H (-2.176, 2.604, -3.695)  0.471
H (-2.179, 1.273, -3.117)  0.468
O (-2.113, 1.017, 0.146)  -0.951
H (-2.783, 1.146, -0.535)  0.484
H (-2.345, 1.705, 0.781)  0.474
O (2.214, 0.505, 4.006)  -0.956
H (1.612, 0.498, 4.750)  0.480
H (2.860, -0.200, 4.018)  0.480
O (-2.101, -1.310, 1.726)  -0.973
H (-2.773, -1.689, 1.160)  0.480
H (-1.404, -0.809, 1.297)  0.491
O (1.778, -1.717, -3.732)  -0.932
H (1.242, -0.951, -3.450)  0.474
H (2.535, -1.118, -3.828)  0.460

## Properties
* relative energy (zero: lowest compared OMol25 entry of this formula, charge and spin): 59.1 kcal/mol
* calculated total energy: -23080.1441 eV
* E_LUMO: 0.2 eV

Record 4
A structure of composition C8H29N10NiO10 at a distorted geometry. Source: OMol25; level of theory: ωB97M-V with the def2-TZVPD basis set.

Last column: Löwdin spin population.
Cartesian coordinates (Å):
Ni (1.071, -1.247, -2.278)  2.377
O (0.143, -1.921, 0.995)  0.004
C (0.377, -0.616, 0.723)  0.010
O (0.270, 0.181, 1.649)  0.005
O (0.651, -0.313, -0.452)  0.085
H (0.119, -1.710, 1.931)  0.001
C (-2.570, 2.406, 2.288)  0.000
O (-2.514, 1.272, 1.461)  0.001
H (-1.695, 2.611, 2.906)  0.000
H (-2.607, 3.358, 1.758)  0.000
H (-3.436, 2.139, 2.893)  0.000
H (-1.633, 0.905, 1.363)  0.000
C (-3.149, -2.715, 1.343)  0.001
O (-3.026, -1.379, 0.978)  0.001
H (-2.195, -3.232, 1.446)  0.000
H (-3.661, -2.567, 2.293)  0.000
H (-3.784, -3.274, 0.655)  0.000
H (-2.731, -0.871, 1.737)  0.000
C (0.230, 1.607, -3.663)  0.029
O (0.519, 0.630, -3.057)  0.149
N (1.070, 2.401, -4.194)  0.004
N (-0.929, 1.871, -4.151)  0.005
H (2.031, 2.230, -3.933)  0.005
H (0.787, 3.356, -4.361)  0.000
H (-0.977, 2.795, -4.556)  0.001
H (-1.752, 1.445, -3.750)  0.001
C (1.451, 2.410, 5.007)  0.000
O (1.546, 3.161, 5.991)  0.000
N (0.388, 1.962, 4.390)  0.000
N (2.469, 2.001, 4.338)  0.000
H (-0.450, 2.162, 4.918)  0.000
H (0.345, 1.428, 3.533)  0.000
H (2.152, 1.291, 3.694)  0.000
H (3.461, 2.096, 4.503)  0.000
C (-2.085, -1.331, -2.648)  0.010
O (-0.972, -1.570, -2.431)  0.077
N (-2.981, -1.178, -1.734)  0.002
N (-2.557, -1.345, -3.816)  0.002
H (-2.665, -1.318, -0.785)  0.000
H (-3.961, -1.079, -1.959)  0.001
H (-3.543, -1.237, -4.006)  0.000
H (-1.906, -1.358, -4.588)  0.004
C (2.911, 2.947, -0.262)  0.002
O (3.487, 3.950, -0.696)  0.001
N (3.342, 2.097, 0.602)  0.001
N (1.731, 2.498, -0.700)  0.002
H (4.331, 2.174, 0.788)  0.000
H (2.748, 1.350, 0.934)  0.001
H (1.439, 3.058, -1.488)  0.000
H (1.331, 1.660, -0.302)  0.001
C (1.931, -4.002, -0.911)  0.029
O (1.412, -3.099, -1.456)  0.157
N (1.368, -4.700, 0.030)  0.004
N (3.122, -4.380, -1.218)  0.007
H (1.899, -5.484, 0.382)  0.001
H (0.494, -4.509, 0.497)  0.001
H (3.560, -4.019, -2.053)  0.016
H (3.594, -5.001, -0.576)  0.001

## Properties
* calculated total energy: -85185.0787 eV
* ⟨S²⟩: 3.75
* E_LUMO (alpha / beta): 0.2 / 0.1 eV
* spin multiplicity: 4

Record 5
A structure of composition C8H29N14O10Pb at a distorted geometry. Source: OMol25; level of theory: ωB97M-V with the def2-TZVPD basis set.

Last column: natural (NBO) charge in e.
Cartesian coordinates (Å):
Pb (-0.206, 0.100, -0.283)  1.627
O (4.226, 1.330, -1.030)  -0.764
C (3.289, 0.568, -1.697)  0.969
O (3.663, 0.110, -2.803)  -0.778
O (2.162, 0.435, -1.174)  -0.830
H (4.962, 1.284, -1.657)  0.513
C (-0.375, -3.402, 0.482)  0.796
O (-0.611, -2.211, 0.642)  -0.708
N (-0.245, -4.293, 1.515)  -0.842
N (-0.057, -3.890, -0.749)  -0.840
H (0.168, -5.185, 1.307)  0.393
H (-0.269, -3.951, 2.456)  0.411
H (0.051, -4.882, -0.873)  0.384
H (-0.163, -3.302, -1.565)  0.441
C (-1.650, 0.423, 2.975)  0.804
O (-1.492, 0.719, 1.800)  -0.704
N (-0.614, 0.236, 3.846)  -0.830
N (-2.873, 0.062, 3.473)  -0.837
H (0.303, 0.514, 3.539)  0.424
H (-0.804, 0.178, 4.830)  0.387
H (-3.689, 0.054, 2.891)  0.411
H (-2.990, -0.171, 4.442)  0.388
C (2.666, -0.768, 2.266)  0.795
O (1.592, -0.478, 1.750)  -0.703
N (2.903, -2.005, 2.799)  -0.838
N (3.669, 0.132, 2.429)  -0.845
H (3.826, -2.276, 3.084)  0.394
H (2.210, -2.705, 2.616)  0.404
H (4.544, -0.032, 2.888)  0.396
H (3.501, 1.038, 2.018)  0.420
C (1.707, 3.070, 1.082)  0.800
O (0.796, 2.614, 0.394)  -0.714
N (1.476, 3.844, 2.186)  -0.842
N (3.016, 2.820, 0.815)  -0.859
H (2.210, 4.232, 2.749)  0.391
H (0.550, 3.925, 2.564)  0.409
H (3.748, 3.252, 1.349)  0.384
H (3.273, 2.306, -0.021)  0.455
C (-0.203, -1.378, -3.580)  0.799
O (-0.494, -1.469, -2.369)  -0.754
N (-1.069, -1.868, -4.520)  -0.833
N (0.792, -0.607, -4.059)  -0.816
H (-1.863, -2.374, -4.178)  0.406
H (-0.990, -1.589, -5.478)  0.399
H (1.591, -0.372, -3.462)  0.457
H (1.112, -0.793, -4.998)  0.386
C (-1.243, 2.874, -2.349)  0.803
O (-1.109, 1.719, -1.928)  -0.736
N (-1.891, 3.105, -3.521)  -0.824
N (-0.694, 3.936, -1.725)  -0.832
H (-2.054, 4.045, -3.827)  0.392
H (-2.275, 2.325, -4.019)  0.414
H (-1.046, 4.852, -1.939)  0.385
H (-0.069, 3.788, -0.947)  0.444
C (-3.704, -0.998, -0.242)  0.801
O (-2.740, -0.409, -0.706)  -0.676
N (-4.674, -0.334, 0.468)  -0.862
N (-3.911, -2.329, -0.425)  -0.832
H (-5.378, -0.798, 1.008)  0.393
H (-4.643, 0.667, 0.395)  0.419
H (-3.271, -2.863, -0.983)  0.413
H (-4.644, -2.823, 0.050)  0.391

## Properties
* relative energy (zero: lowest compared OMol25 entry of this formula, charge and spin): 0.0 kcal/mol
* calculated total energy: -55356.4491 eV
* E_LUMO: -1.7 eV
* charge: +1

Record 6
A structure of composition C8H31BCaN2OP2 at a distorted geometry. Source: OMol25; level of theory: ωB97M-V with the def2-TZVPD basis set.

Last column: Löwdin spin population.
Cartesian coordinates (Å):
Ca (-0.023, 0.188, 0.232)  0.051
H (1.991, 0.136, -3.230)  0.037
H (-1.584, -0.255, -1.240)  0.042
P (0.765, -2.473, -0.320)  0.008
P (0.775, 2.848, -0.191)  0.008
C (2.429, 3.620, 0.005)  0.000
H (2.402, 4.722, -0.038)  0.000
H (2.851, 3.312, 0.967)  0.000
H (3.087, 3.246, -0.784)  0.000
C (0.205, 3.683, -1.737)  0.004
H (-0.868, 3.890, -1.675)  0.000
H (0.754, 4.627, -1.890)  0.000
H (0.399, 3.004, -2.578)  0.003
C (-0.177, 3.809, 1.071)  0.002
H (0.026, 3.371, 2.052)  0.000
H (0.099, 4.872, 1.086)  0.000
H (-1.246, 3.711, 0.867)  0.000
C (1.318, -3.292, -1.867)  0.001
H (1.228, -4.392, -1.810)  0.000
H (0.746, -2.903, -2.719)  0.001
H (2.372, -3.029, -2.022)  0.000
C (1.955, -3.241, 0.851)  0.000
H (1.844, -2.723, 1.823)  0.000
H (1.811, -4.335, 1.003)  0.000
H (2.967, -3.013, 0.472)  0.000
C (-0.712, -3.498, 0.094)  0.003
H (-1.484, -3.410, -0.678)  0.000
H (-0.422, -4.554, 0.205)  0.001
H (-1.133, -3.140, 1.041)  0.000
H (-2.421, -0.714, -2.536)  0.018
H (-2.172, 0.910, -2.267)  0.004
H (-0.473, 0.980, -3.903)  0.053
H (-0.373, -1.170, -3.725)  0.048
B (-0.653, -0.068, -3.350)  0.519
N (-1.735, -0.017, -2.255)  0.167
H (2.577, 0.191, -3.796)  0.021
H (1.426, -0.864, 1.226)  0.002
C (-3.154, -0.279, 3.551)  0.000
C (-1.776, -0.395, 3.030)  0.000
N (-0.734, -0.665, 3.866)  0.000
O (-1.585, -0.228, 1.778)  0.004
H (-3.209, -0.525, 4.620)  0.000
H (-3.833, -0.959, 3.030)  0.000
H (-3.552, 0.736, 3.432)  0.000
H (0.176, -0.881, 3.457)  0.000
H (-0.885, -0.832, 4.850)  0.000

## Properties
* calculated total energy: -51511.1314 eV
* ⟨S²⟩: 0.75
* E_LUMO (alpha / beta): -3.1 / -3.2 eV
* charge: +1
* spin multiplicity: 2